This record from the Open Molecules 2025 dataset describes a cluster of 2 separate species, C5H10NO in total. The level of theory is the ωB97M-V functional and the def2-TZVPD basis.

Last columns: bonded neighbours and bond lengths (Å).
Positions of all 17 atoms, in Å:
1 O -0.40 3.55 1.50  C2 1.208
2 C -0.81 2.43 1.30  O1 1.208, C3 1.491, H8 1.136
3 C 0.17 1.42 0.80  C2 1.491, C4 1.583, H9 1.108, H10 1.084
4 C -0.72 0.27 0.16  C3 1.583, C5 1.543, H11 1.113, H12 1.126
5 C -0.06 -0.91 -0.60  C4 1.543, C6 1.432, N7 1.345
6 C 1.08 -1.35 0.14  C5 1.432, H13 1.125, H14 1.099
7 N -0.42 -1.23 -1.85  C5 1.345, H16 1.023, H17 1.025
8 H -1.93 2.27 1.39  C2 1.136
9 H 0.80 1.95 0.06  C3 1.108
10 H 0.91 0.98 1.46  C3 1.084
11 H -1.25 0.80 -0.66  C4 1.113
12 H -1.38 -0.17 0.96  C4 1.126
13 H 1.09 -2.35 0.65  C6 1.125
14 H 2.10 -1.02 -0.07  C6 1.099
15 H 2.32 -3.34 -1.13  no bonds
16 H -0.10 -2.19 -2.01  N7 1.023
17 H -1.41 -1.11 -2.11  N7 1.025

For the max |F|, the calculation gives 4.973 eV/Å. The HOMO energy comes out at -13.47 eV. As for the energy above the lowest of the compared OMol25 structures with the same formula, charge and spin: 789.0 kJ/mol. The calculation puts the HOMO-LUMO gap at 6.40 eV. As for the net charge: +1.